Computed, not measured: a structure of composition C45H37Br2N7O7P2S2ScSe2, with ωB97M-V with the def2-TZVPD basis set.

E_LUMO: 1.4 eV
net charge: -1
energy relative to the best compared isomer or geometry (same formula, charge and spin): 0.00 kcal per mole

Element x y z (Å)
Sc: -0.55436 -0.05466 0.75087
C: -2.55510 -4.78300 6.40342
C: -1.88432 -3.64917 5.68020
C: -1.17322 -2.67770 6.37501
C: -0.57242 -1.61826 5.71243
C: -0.68672 -1.53162 4.33339
C: -1.39106 -2.49168 3.61793
C: -1.98128 -3.54270 4.29327
S: 0.05636 -0.16186 3.50456
O: 0.88938 0.49835 4.47173
O: 0.82704 -0.69358 2.32816
N: -1.01414 0.68358 2.76402
C: -2.43062 0.70981 3.07973
C: -3.19201 -0.18537 2.08960
O: -4.33604 -0.52448 2.27651
O: -2.47326 -0.52058 1.03424
H: -2.14225 -4.91369 7.40292
H: -2.44018 -5.71966 5.85807
H: -3.62522 -4.59011 6.50436
H: -1.08151 -2.75294 7.45200
H: -0.00828 -0.86558 6.24498
H: -1.47536 -2.42407 2.54152
H: -2.52624 -4.29460 3.73553
H: -2.79047 1.73141 2.93964
H: -2.66358 0.40463 4.10110
Se: -2.28477 5.53538 -3.60262
P: -0.99263 5.52882 -1.93739
C: -1.34248 6.88831 -0.78927
C: -2.66848 7.08660 -0.40884
C: -2.99042 8.09148 0.48416
C: -1.99280 8.91554 0.99300
C: -0.67666 8.72942 0.60644
C: -0.34859 7.71346 -0.28314
C: 0.77504 5.65887 -2.32196
C: 1.71669 5.20573 -1.39661
C: 3.06803 5.37991 -1.64518
C: 3.48290 6.00055 -2.81738
C: 2.54773 6.44042 -3.74167
C: 1.19193 6.26891 -3.49765
C: -1.08313 4.07430 -0.88517
C: -0.95427 2.71777 -1.13960
N: -0.99897 2.10009 0.06791
N: -1.14251 3.03256 1.00190
N: -1.21381 4.21956 0.45257
P: -0.86287 1.70583 -2.59585
Se: -0.11638 -0.22586 -2.03845
C: 0.21496 2.46655 -3.82342
C: -0.28489 2.99351 -5.00746
C: 0.58872 3.52955 -5.94358
C: 1.95111 3.54376 -5.69352
C: 2.45114 3.02917 -4.50285
C: 1.58713 2.48574 -3.57087
C: -2.51371 1.56770 -3.29212
C: -2.70652 0.69550 -4.36358
C: -3.96918 0.54130 -4.90545
C: -5.04218 1.24753 -4.37151
C: -4.85073 2.10928 -3.30455
C: -3.58393 2.27662 -2.76264
H: -3.44372 6.45323 -0.82191
H: -4.02014 8.23490 0.78492
H: -2.24558 9.70529 1.68912
H: 0.10159 9.37188 0.99788
H: 0.68313 7.56928 -0.57506
H: 1.39553 4.73057 -0.47785
H: 3.79350 5.03240 -0.92020
H: 4.53974 6.13335 -3.01358
H: 2.87352 6.91400 -4.65921
H: 0.44876 6.59802 -4.21452
H: -1.35070 3.00433 -5.19155
H: 0.19867 3.94043 -6.86548
H: 2.63006 3.95867 -6.42809
H: 3.51431 3.04834 -4.30275
H: 1.97361 2.06832 -2.64970
H: -1.87041 0.13019 -4.75872
H: -4.12103 -0.13595 -5.73550
H: -6.03226 1.11921 -4.79003
H: -5.68615 2.65730 -2.88979
H: -3.43132 2.95993 -1.93866
Br: 2.28476 1.23395 0.23410
C: 2.90390 1.84368 1.96360
Br: 2.48542 3.68874 2.28486
H: 3.97884 1.72569 1.97088
H: 2.41100 1.24254 2.71615
O: 4.37488 -7.25824 -1.15880
S: 3.64790 -8.40935 -1.65333
O: 3.76636 -8.64430 -3.08074
O: 3.73327 -9.59444 -0.82207
C: 1.89566 -7.92977 -1.49547
N: 0.98316 -8.85924 -1.79974
C: -0.28293 -8.49878 -1.69712
C: -0.68244 -7.22991 -1.29571
C: 0.33870 -6.34654 -0.99092
N: 1.61793 -6.69796 -1.08868
C: 0.10033 -4.93910 -0.55880
C: -1.15310 -4.33466 -0.60508
C: -1.28848 -3.01836 -0.21550
N: -0.25696 -2.28950 0.22692
C: 0.95073 -2.86967 0.28066
C: 1.17392 -4.17388 -0.10774
H: -1.02278 -9.25336 -1.94771
H: -1.72917 -6.97134 -1.22762
H: -2.02506 -4.86365 -0.96306
H: -2.24426 -2.51031 -0.25278
H: 1.76064 -2.25371 0.64937
H: 2.16221 -4.61209 -0.08054

***

Computed, not measured: a structure of composition C45H37FN12O7S2Sn at a distorted geometry, with ωB97M-V with the def2-TZVPD basis set.

E_LUMO: 3.5 eV
net charge: -2
energy relative to the best compared isomer or geometry (same formula, charge and spin): 8.33 kcal per mole

Element x y z (Å)
Sn: -1.23753 1.63232 1.55472
O: 0.85602 2.67800 5.56056
C: 0.51309 2.64317 4.38685
N: -0.71754 2.72518 3.85031
C: -1.76801 3.13978 4.58733
O: -1.79904 3.52116 5.74875
C: -3.02915 3.27797 3.75901
C: -4.28410 3.35749 4.36162
C: -5.38102 3.67362 3.58082
C: -5.18526 3.95075 2.23591
C: -3.90978 3.80265 1.71631
N: -2.87098 3.46557 2.45622
C: 1.59982 2.51326 3.33806
C: 2.92959 2.60307 3.75248
C: 3.93856 2.52499 2.81154
C: 3.58482 2.34822 1.48134
C: 2.23926 2.25298 1.16714
N: 1.27850 2.34578 2.06671
H: -4.38029 3.14881 5.41686
H: -6.37422 3.72144 4.01285
H: -6.01081 4.23718 1.60246
H: -3.68760 3.96069 0.67033
H: 3.12473 2.73353 4.80711
H: 4.98147 2.60472 3.09952
H: 4.33326 2.27827 0.70608
H: 1.90763 2.11494 0.14878
C: -2.16439 1.78989 -3.47750
C: -1.42617 1.78768 -2.16102
N: -1.81679 1.07778 -1.16654
N: -2.81615 0.19401 -1.38816
C: -3.73507 0.00029 -0.52319
S: -4.16753 0.88715 0.85219
S: -4.73772 -1.44251 -0.88062
C: -3.52900 -2.44410 -1.81895
C: -3.63198 -2.34073 -3.30484
C: -3.15012 -3.38114 -4.09051
C: -3.18513 -3.29328 -5.46948
C: -3.70149 -2.16338 -6.08121
C: -4.18047 -1.12186 -5.30476
C: -4.14776 -1.21154 -3.92504
C: -0.26174 2.65357 -2.02090
C: 0.71226 2.69084 -3.01030
C: 1.80708 3.53113 -2.91916
C: 1.89657 4.40086 -1.83749
C: 0.93989 4.39050 -0.85286
C: -0.15122 3.48870 -0.86694
O: -0.99833 3.47692 0.08888
H: -3.23245 1.88915 -3.28887
H: -2.01552 0.84480 -4.00049
H: -1.83114 2.61278 -4.10366
H: -3.65953 -3.47547 -1.48685
H: -2.55181 -2.06918 -1.50388
H: -2.73658 -4.25899 -3.61293
H: -2.80895 -4.11105 -6.06880
H: -3.72607 -2.09776 -7.16060
H: -4.57896 -0.23525 -5.77910
H: -4.51471 -0.40547 -3.31062
H: 0.62265 2.01892 -3.85764
H: 2.57361 3.52174 -3.68450
H: 2.73532 5.08504 -1.76317
H: 1.01270 5.04624 0.00304
C: 1.13949 -0.56939 -1.64384
C: 1.54568 -0.85472 -0.25065
N: 0.97539 -0.36112 0.81476
C: 1.61050 -0.90439 1.88916
C: 2.59000 -1.74274 1.46385
N: 2.55485 -1.70519 0.08932
C: 3.39846 -2.48199 -0.77036
N: 4.78538 -2.33860 -0.40383
N: 5.49367 -3.36086 0.11079
N: 6.66371 -2.98132 0.43248
C: 6.79040 -1.65425 0.15332
C: 7.85020 -0.76111 0.32022
C: 7.62908 0.54586 -0.05124
C: 6.40880 0.97036 -0.59420
C: 5.35364 0.10215 -0.78541
C: 5.55879 -1.21465 -0.39548
H: 0.30019 0.11732 -1.59652
H: 0.81737 -1.48527 -2.13862
H: 1.94830 -0.11017 -2.21515
H: 1.31266 -0.64936 2.88404
H: 3.28788 -2.36831 1.98139
H: 3.24626 -2.14922 -1.80521
H: 3.15371 -3.54937 -0.68322
H: 8.78850 -1.08989 0.74086
H: 8.42034 1.27045 0.08140
H: 6.28707 2.01140 -0.86201
H: 4.40754 0.43420 -1.18303
F: -3.05399 -6.63473 2.48327
C: -2.19393 -5.79433 1.84874
C: -2.47196 -4.46399 1.78890
N: -1.70475 -3.59845 1.08167
C: -1.96670 -2.20317 1.26010
C: -1.71960 -1.80357 2.79370
O: -1.77852 -2.74354 3.57766
O: -1.52092 -0.60107 2.98159
C: -0.54801 -4.01972 0.46887
O: 0.17659 -3.31107 -0.20272
N: -0.27172 -5.35950 0.61217
C: -1.01662 -6.35262 1.24972
O: -0.63535 -7.51008 1.21916
H: -3.35569 -4.05735 2.25358
H: -3.02012 -1.99165 1.08039
H: -1.32773 -1.59575 0.62384
H: 0.59647 -5.67104 0.19335

***

Computed, not measured: a structure of composition C45H37N3O6S3SeTeW, with ωB97M-V with the def2-TZVPD basis set.

spin multiplicity: 3
E_LUMO (spin up / spin down): 4.0 / 4.0 eV
expectation value of S²: 2.02
net charge: -2
energy relative to the best compared isomer or geometry (same formula, charge and spin): 6.78 kcal per mole

Element x y z (Å)
W: -0.71521 -1.00032 -0.02321
S: 1.34896 -0.82664 1.49557
C: 0.98031 -0.05133 2.99050
N: 0.00197 -0.26754 3.80515
C: 0.07394 0.54316 4.91429
C: -0.85551 0.54289 5.95405
C: -0.68551 1.41302 7.01361
C: 0.40368 2.28904 7.05550
C: 1.33842 2.29883 6.03349
C: 1.16930 1.42491 4.96578
S: 2.11628 1.21202 3.53201
H: -1.70085 -0.12998 5.89486
H: -1.40957 1.42409 7.81914
H: 0.51647 2.96892 7.89120
H: 2.17965 2.98005 6.06209
O: 2.68022 -3.79925 -0.59151
S: 1.25290 -3.58837 -0.54161
O: 0.57290 -3.75176 0.71083
N: 0.82405 -2.12641 -1.10004
C: 1.13172 -1.82554 -2.42285
C: 2.08739 -2.42525 -3.21975
C: 2.24065 -2.03058 -4.56177
C: 1.46388 -1.05398 -5.12024
C: 0.48815 -0.40885 -4.32670
C: -0.36779 0.60874 -4.80972
C: -1.27834 1.17406 -3.97068
C: -1.32098 0.76621 -2.62598
N: -0.53133 -0.16600 -2.13810
C: 0.34420 -0.78535 -2.98254
C: 0.53921 -4.77113 -1.67147
C: 1.26789 -5.90875 -1.98625
C: 0.68367 -6.89214 -2.77098
C: -0.61329 -6.72443 -3.24023
C: -1.32775 -5.57621 -2.92334
C: -0.75890 -4.59158 -2.12866
H: 2.72736 -3.19306 -2.81215
H: 2.99653 -2.52614 -5.15994
H: 1.58095 -0.76283 -6.15701
H: -0.29182 0.91483 -5.84693
H: -1.97158 1.93238 -4.30541
H: -2.00350 1.23727 -1.93299
H: 2.27841 -6.00937 -1.61435
H: 1.24134 -7.78786 -3.01709
H: -1.06745 -7.49182 -3.85633
H: -2.33866 -5.43815 -3.28619
H: -1.32195 -3.69842 -1.86742
C: 3.07810 2.26131 -3.20350
C: 2.12878 3.27128 -3.10310
C: 1.15536 3.21247 -2.11957
C: 1.08738 2.14092 -1.22110
C: 2.06476 1.14703 -1.32024
C: 3.04342 1.20672 -2.30113
C: 0.02944 2.15147 -0.19557
C: -0.67979 1.15160 0.38049
C: -1.55008 1.63526 1.50639
C: -2.87412 1.23108 1.68840
C: -3.63067 1.71073 2.74695
C: -3.08393 2.59610 3.66635
C: -1.76531 2.99859 3.51127
C: -1.01528 2.52463 2.44640
H: 3.83600 2.29606 -3.97685
H: 2.14293 4.10360 -3.79750
H: 0.41318 4.00032 -2.04738
H: 2.05570 0.32715 -0.61019
H: 3.77582 0.41084 -2.36437
H: -0.20752 3.16973 0.11996
H: -3.32763 0.52833 1.00393
H: -4.65444 1.37229 2.85371
H: -3.66997 2.94877 4.50703
H: -1.30282 3.65303 4.24212
H: 0.02730 2.80653 2.36394
C: -0.06556 -8.37930 1.42389
C: -0.66178 -7.04315 1.77807
C: -1.75405 -6.54629 1.09014
C: -2.31641 -5.30451 1.39141
C: -3.47444 -4.83025 0.56714
C: -1.73735 -4.53495 2.40706
Te: -2.50332 -2.61936 2.89701
C: -0.61972 -5.01754 3.11060
C: 0.11861 -4.19275 4.13154
C: -0.11665 -6.27320 2.79756
H: -0.42738 -8.72155 0.45413
H: -0.32036 -9.13757 2.16978
H: 1.02270 -8.31763 1.37408
H: -2.17972 -7.12517 0.27634
H: -3.93187 -5.66562 0.03419
H: -3.15161 -4.08462 -0.16178
H: -4.23186 -4.32120 1.16229
H: 0.40247 -3.22928 3.70610
H: 1.02569 -4.71349 4.44161
H: -0.48899 -3.99047 5.01515
H: 0.76440 -6.63118 3.32108
O: -2.10756 -2.06149 -1.06277
Se: -3.57162 -1.00244 -1.22091
O: -4.75511 -1.86013 -0.47798
O: -1.66363 -1.49457 1.57127
O: -3.79877 -1.02312 -2.85267

***

Computed, not measured: a structure of composition C45H38AsF5InN3O7P2S2 at a distorted geometry, with ωB97M-V with the def2-TZVPD basis set.

E_LUMO: -0.2 eV
net charge: 0
energy relative to the best compared isomer or geometry (same formula, charge and spin): 74.63 kcal per mole

Element x y z (Å)
In: -0.03242 -0.48379 0.24446
F: 3.84409 -2.49770 5.62724
C: 3.39740 -2.38225 4.36120
C: 2.31121 -1.58432 4.08180
F: 1.70250 -0.92272 5.07333
C: 1.83657 -1.55778 2.78289
F: 0.68340 -0.81296 2.59359
C: 2.51582 -2.12440 1.76402
S: 1.88973 -2.11171 0.14701
C: 3.69011 -2.88302 2.08369
F: 4.31488 -3.47016 1.02747
C: 4.08322 -3.09320 3.38699
F: 5.09164 -3.89603 3.71494
O: -1.92662 -2.65525 2.09297
As: -2.60232 -2.83719 0.50407
O: -4.04524 -1.67843 0.80433
O: -1.71294 -1.72439 -0.46634
C: -4.50995 -1.14864 1.98957
C: -5.36896 -1.85414 2.82388
C: -5.75768 -1.25114 3.99343
C: -5.27802 0.01990 4.37259
C: -4.41358 0.73701 3.54069
C: -4.02966 0.09012 2.40566
S: -2.83874 0.82200 1.26312
O: -2.72830 2.23690 1.72642
O: 0.98114 -6.27850 3.93998
O: -1.46030 0.10971 1.80548
H: -1.78395 -1.70957 2.37889
H: -5.41967 -2.88714 2.64692
H: -6.33112 -1.80016 4.70537
H: -5.56037 0.44370 5.29515
H: -4.08169 1.71843 3.95093
C: 0.41143 2.47004 2.67359
P: 1.23041 1.70442 1.18915
C: 2.93754 1.31139 1.66134
C: 3.81887 0.79124 0.68228
C: 5.17216 0.65710 0.90133
C: 5.70980 1.11652 2.12865
C: 4.84615 1.55824 3.16867
C: 3.46284 1.62103 2.91871
C: 1.32269 3.08691 -0.00161
C: 2.51289 3.82569 -0.22365
C: 2.49824 4.93352 -1.06780
C: 1.34349 5.34744 -1.78302
C: 0.15217 4.62965 -1.55296
C: 0.18236 3.46871 -0.74306
H: 0.83525 3.45382 2.93740
H: 0.44704 1.73813 3.49127
H: -0.70127 2.61270 2.49457
H: 3.43518 0.52735 -0.32881
H: 5.81882 0.04596 0.28711
H: 6.76941 1.11853 2.36169
H: 5.27801 1.75826 4.17219
H: 2.80219 1.99027 3.71395
H: 3.43219 3.60172 0.31541
H: 3.49366 5.40881 -1.03931
H: 1.32702 6.33130 -2.29506
H: -0.78303 4.91820 -1.93119
H: -0.70929 2.92426 -0.65568
N: -3.30254 4.03661 -0.17653
C: -3.43433 4.84851 -0.99283
H: -3.23051 3.32994 0.58729
C: 0.35283 -3.17831 -5.45524
C: 0.01499 -1.88640 -5.82538
C: -0.20138 -0.94284 -4.84704
C: -0.09127 -1.22185 -3.49701
C: 0.41573 -2.46470 -3.08158
C: 0.63709 -3.43221 -4.10040
P: -0.71368 0.05980 -2.28246
C: 0.03194 1.47372 -3.13742
C: -0.55426 2.21468 -4.15933
C: 0.11423 3.19791 -4.85449
C: 1.44702 3.41097 -4.64540
C: 2.07121 2.65630 -3.68755
C: 1.44931 1.57629 -3.06817
C: -2.48424 0.12004 -2.61929
C: -3.08306 -0.98568 -3.21618
C: -4.45455 -0.94947 -3.47957
C: -5.25700 0.11993 -3.04687
C: -4.58267 1.17555 -2.49139
C: -3.23298 1.22564 -2.29653
H: 0.55771 -3.90975 -6.25205
H: -0.15803 -1.70333 -6.88079
H: -0.64194 -0.02939 -5.24781
H: 0.63153 -2.68383 -2.05689
H: 0.94806 -4.44810 -3.74252
H: -1.66077 2.01170 -4.33198
H: -0.34324 3.71520 -5.73399
H: 1.99275 4.12110 -5.19353
H: 3.10792 2.71718 -3.53371
H: 1.98588 0.97487 -2.40996
H: -2.53965 -1.81648 -3.59032
H: -4.75753 -1.80828 -4.06491
H: -6.29644 -0.00800 -3.13437
H: -5.07955 2.00330 -2.01024
H: -2.82847 2.03841 -1.64797
N: 0.21073 -4.57758 2.35788
C: 1.26256 -5.25470 3.01509
N: 2.19232 -5.62714 2.12105
O: 1.51831 -4.94485 4.31845
H: -0.18149 -5.08963 1.56363
H: -0.54602 -4.28856 2.99901
H: 2.25513 -5.03802 1.33890
H: 2.95191 -6.22289 2.35344